[1]
A 2-piece molecular cluster, C31H27N2OP overall, computed with ωB97M-V/def2-TZVPD.

The geometry in XYZ format:
```
62
Properties=species:S:1:pos:R:3:forces:R:3:mulliken_charge:R:1
P 1.350 -2.042 -0.288 -0.069 0.068 -0.717 1.502
O 1.458 -2.180 -1.776 0.089 -0.072 0.365 -0.868
N 3.288 0.917 0.820 -2.023 -1.234 -0.559 -0.780
N -1.977 0.597 -3.501 0.019 -0.117 -0.092 0.134
C 0.967 4.634 1.460 -0.227 0.210 0.110 -0.960
C 0.357 1.148 -4.127 0.405 0.019 -0.332 -1.451
C 2.796 -2.800 0.552 0.172 -0.026 0.021 0.081
C -2.689 1.141 -0.039 -0.506 -0.241 0.073 0.216
C -0.739 1.322 -1.763 -0.887 -0.674 -1.041 1.068
C -1.754 -3.472 2.009 0.097 0.032 -0.148 -0.709
C -0.835 -2.590 1.426 -0.070 -0.627 0.002 -0.098
C -1.059 -5.222 0.482 0.015 0.250 0.043 -0.570
C -0.452 6.510 2.362 0.089 0.267 0.170 -1.390
C -1.854 -4.789 1.551 0.132 0.177 -0.105 -0.437
C -1.088 3.814 -0.224 0.026 -0.243 0.097 -0.089
C -4.806 0.489 -1.065 0.275 -0.067 -0.348 -0.533
C 1.131 -0.388 0.294 -0.401 -0.015 0.308 0.215
C 2.706 -3.314 1.854 0.265 -0.111 -0.073 -0.269
C -2.835 0.590 -2.398 0.248 0.288 0.356 -0.671
C 1.143 3.518 0.667 -0.012 -0.599 -0.449 -0.787
C 0.104 3.033 -0.176 -0.093 0.812 1.118 1.155
C 4.948 -4.219 1.673 -0.221 0.218 -0.153 -0.405
C 2.300 0.301 0.599 2.104 1.516 0.887 -0.281
C 3.985 -2.963 -0.170 0.042 -0.147 0.169 -0.318
C 3.774 -4.027 2.410 -0.041 0.172 -0.220 -0.607
C -1.262 4.918 0.597 0.064 -0.303 -0.264 -1.030
C 0.297 1.872 -0.996 0.859 -0.084 -0.835 -1.994
C -0.733 0.998 -3.148 -0.219 0.042 1.534 0.275
C -4.058 0.875 0.061 0.404 -0.033 -0.072 -1.150
C -0.246 5.335 1.461 0.156 -0.307 -0.067 1.224
C -0.003 -3.047 0.398 -0.259 0.288 0.003 -0.039
C -0.142 -4.348 -0.102 -0.150 -0.048 0.303 -0.384
C 5.054 -3.671 0.388 -0.138 0.006 0.204 -0.508
C -4.198 0.342 -2.320 -0.145 -0.074 0.304 -0.879
C -2.079 1.021 -1.283 -0.231 0.321 -0.732 0.639
H -2.092 1.454 0.815 -0.283 -0.040 -0.054 0.612
H -1.286 6.344 3.056 0.176 -0.007 -0.161 0.325
H -1.888 3.546 -0.914 0.257 0.001 0.217 0.570
H 1.319 1.580 -1.231 -0.169 0.341 -0.119 0.973
H -2.207 5.464 0.578 0.255 -0.106 -0.089 0.386
H -0.746 -1.569 1.792 -0.021 -0.319 -0.017 0.367
H -2.380 -3.122 2.830 0.115 -0.150 -0.213 0.390
H 1.092 1.858 -3.730 -0.117 -0.213 -0.263 0.348
H 5.973 -3.801 -0.186 -0.248 0.029 0.163 0.362
H 3.680 -4.436 3.418 0.055 0.112 -0.307 0.365
H 0.455 6.696 2.946 -0.214 0.064 -0.036 0.350
H -1.147 -6.240 0.104 -0.016 0.233 0.130 0.381
H -0.684 7.412 1.782 0.040 -0.152 0.114 0.330
H -2.225 0.324 -4.447 0.028 0.131 0.415 0.261
H 0.198 -0.110 0.784 0.432 -0.038 0.082 0.180
H -2.552 -5.480 2.024 0.158 0.195 -0.132 0.369
H -4.746 0.053 -3.217 -0.037 0.018 0.343 0.421
H 4.065 -2.551 -1.177 -0.100 -0.155 0.268 0.368
H 0.864 0.187 -4.304 -0.149 0.228 0.102 0.280
H 1.775 4.976 2.108 -0.161 -0.139 -0.179 0.312
H -4.554 0.973 1.027 0.109 -0.040 -0.254 0.415
H -5.872 0.291 -0.951 0.275 0.068 -0.089 0.404
H 0.488 -4.677 -0.931 -0.144 0.123 0.223 0.408
H -0.032 1.524 -5.087 0.215 -0.089 0.297 0.440
H 1.792 -3.179 2.434 0.225 -0.055 -0.176 0.352
H 5.776 -4.789 2.101 -0.260 0.200 -0.155 0.358
H 2.085 2.971 0.691 -0.187 0.101 0.029 0.375
```
Positions in Å, forces in eV/Å.

**Relative energy (zero: lowest compared OMol25 entry of this formula, charge and spin)**: 200.17 kJ/mol
**Energy**: -1723.565715 a.u.
**Spin multiplicity**: 1
**LUMO level**: -0.0657 Eh

***

[2]
One molecule with the formula C6H15NO2, computed with ωB97M-V/def2-TZVPD.

The geometry in XYZ format:
```
24
Properties=species:S:1:pos:R:3:forces:R:3:mulliken_charge:R:1
O 0.111 0.994 -0.590 0.722 -0.452 0.983 -0.332
O -0.815 -0.949 0.046 -1.756 1.227 -2.830 -0.591
N -0.037 0.375 1.766 -0.109 -0.195 -0.042 -0.564
C -2.807 0.458 -0.807 0.216 -0.013 -0.092 -1.053
C 1.190 1.880 -0.765 -0.086 -0.257 0.465 -0.808
C 1.592 -2.101 1.198 0.026 0.126 -0.074 -1.317
C -1.630 -0.291 -1.356 -0.339 -2.493 1.759 -0.076
C 1.553 -0.832 0.352 -0.270 0.046 0.116 -0.616
C 0.181 -0.149 0.453 1.442 2.072 -0.960 0.777
H 0.807 -2.783 0.882 -0.039 -0.067 -0.011 0.304
H 1.427 -1.859 2.247 0.043 -0.051 0.042 0.333
H -1.143 0.214 -2.187 0.689 -0.034 0.773 0.252
H 0.844 2.690 -1.412 0.032 -0.085 0.052 0.246
H 1.717 -1.077 -0.700 -0.002 0.080 0.008 0.288
H -3.251 -0.078 0.027 -0.091 -0.058 -0.021 0.270
H 2.554 -2.602 1.089 0.006 -0.022 0.048 0.387
H -3.547 0.568 -1.605 -0.046 0.012 0.034 0.396
H 2.339 -0.143 0.671 -0.005 0.022 -0.029 0.361
H -2.512 1.451 -0.476 0.019 0.030 -0.011 0.254
H -1.838 -1.307 -1.672 -0.541 0.040 -0.123 0.360
H -0.963 0.780 1.834 0.101 0.023 -0.004 0.293
H 0.672 1.046 2.042 -0.128 -0.094 -0.068 0.272
H 1.499 2.318 0.192 0.117 0.107 -0.018 0.290
H 2.057 1.397 -1.230 -0.002 0.037 0.005 0.274
```
Positions in Å, forces in eV/Å.

**Relative energy (zero: lowest compared OMol25 entry of this formula, charge and spin)**: 289.06 kJ/mol
**Energy**: -442.771104 a.u.
**SMILES string**: CCO[C@@](N)(CC)OC
**Spin multiplicity**: 1
**LUMO level**: 0.0351 Eh

***

[3]
C24H37BaN4O3SeSi as an isolated structure, computed with ωB97M-V/def2-TZVPD.

The geometry in XYZ format:
```
71
Properties=species:S:1:pos:R:3:forces:R:3:mulliken_charge:R:1
Ba 0.010 0.425 -0.040 1.094 -4.285 1.755 2.063
Se -1.691 -2.529 3.314 0.044 0.114 0.026 -0.691
Si -1.532 -1.801 5.390 -0.044 -0.060 -0.094 0.352
O 2.485 -0.320 1.560 -0.007 -0.061 -0.008 -0.412
O 0.013 -0.025 -2.159 -0.155 -0.565 -3.989 -0.431
O 1.499 2.107 0.107 1.602 2.198 0.297 -0.892
N 1.734 -2.680 -2.128 -0.086 0.019 0.091 -0.452
N -1.100 1.641 1.773 -0.840 1.087 1.934 -0.765
N 0.177 -2.197 0.589 0.360 -0.972 -0.081 0.049
N -1.823 1.697 -1.090 -1.415 0.796 -1.170 0.015
C -1.477 1.315 -3.451 0.274 -0.175 -0.204 0.597
C -0.316 0.245 -5.751 -0.067 0.067 0.009 -0.453
C 4.415 1.042 1.848 -0.159 0.057 0.143 -1.407
C 2.617 3.991 1.034 -0.087 -0.002 -0.092 -0.847
C 2.854 4.815 2.119 0.005 -0.032 -0.014 -0.425
C -1.573 2.811 1.057 -0.195 0.424 -0.238 -0.418
C -1.918 1.689 -4.729 0.009 -0.015 0.122 -0.626
C -2.112 1.930 -2.309 -0.190 0.096 0.254 -0.711
C -0.504 -0.215 5.575 -0.050 -0.053 0.099 -0.893
C -1.363 1.166 -5.874 -0.006 0.026 -0.140 -0.733
C 3.879 -0.113 -0.363 -0.272 -0.002 -0.091 -0.967
C 3.492 0.142 1.068 0.245 0.002 0.078 1.123
C -3.238 -1.389 6.119 0.126 -0.025 0.103 -1.079
C 1.016 -3.633 -1.277 0.069 0.078 0.136 -0.614
C 2.205 4.605 3.332 0.015 0.064 0.063 -0.672
C 1.012 2.753 2.342 0.184 0.198 -0.297 0.681
C 1.118 -3.261 0.199 -0.095 -0.092 -0.107 -0.637
C -0.415 0.367 -3.310 -0.159 0.017 -0.564 0.462
C -2.540 2.382 -0.044 -0.210 0.163 0.195 -0.811
C 0.149 -0.133 -4.515 0.022 -0.048 0.137 -0.635
C 1.290 3.567 3.430 -0.033 -0.031 0.070 -0.535
C -0.724 -3.084 6.536 -0.086 0.137 0.042 -1.055
C 0.006 1.673 2.394 -0.322 0.586 1.397 -1.012
C 1.699 2.918 1.104 0.305 0.380 0.296 0.570
H 1.477 -4.614 -1.414 -0.042 -0.012 0.003 0.464
H 4.395 2.030 1.384 0.055 0.017 -0.020 0.238
H -2.908 2.652 -2.549 0.027 0.019 -0.008 0.122
H -2.123 3.426 1.774 0.049 0.021 0.000 0.402
H -1.180 -4.065 6.386 -0.024 0.007 -0.014 0.269
H -3.245 1.677 0.410 -0.057 0.070 -0.030 0.204
H -2.725 2.411 -4.804 0.000 0.010 0.015 0.318
H 0.234 0.785 2.987 0.067 -0.108 -0.124 0.869
H 0.334 -2.018 1.583 -0.141 -0.007 0.021 -0.013
H 3.125 4.149 0.089 0.007 0.005 0.013 0.409
H 1.245 -1.790 -2.108 -0.051 0.104 -0.064 0.041
H 4.955 -0.250 -0.470 0.013 -0.002 -0.006 0.455
H -3.957 -2.168 5.861 0.021 -0.025 -0.008 0.277
H -3.100 3.247 -0.425 0.019 -0.004 0.024 0.507
H -0.834 -2.809 7.591 0.024 0.006 -0.006 0.326
H 4.074 1.141 2.878 -0.016 -0.029 -0.027 0.303
H -0.766 3.421 0.637 -0.023 0.026 0.028 0.176
H -0.412 0.074 6.628 0.001 0.014 -0.007 0.468
H 0.969 -0.834 -4.424 -0.010 -0.017 0.005 0.267
H 0.953 -4.164 0.797 0.057 0.018 0.039 0.385
H -0.757 -2.602 0.599 -0.029 0.032 0.043 0.075
H 0.342 -3.177 6.316 -0.004 0.002 -0.041 0.262
H 3.583 0.776 -0.929 0.058 0.019 0.010 0.226
H 1.693 -2.993 -3.091 0.023 0.004 -0.035 0.290
H 3.559 5.633 2.021 0.010 -0.013 0.008 0.379
H -0.047 -3.724 -1.544 0.006 -0.066 0.016 0.248
H -3.606 -0.447 5.705 0.002 -0.010 -0.033 0.264
H 5.442 0.676 1.822 -0.003 -0.045 -0.046 0.479
H 2.132 -2.903 0.388 0.021 -0.035 0.061 0.203
H 0.764 3.392 4.363 0.012 -0.001 -0.001 0.461
H -1.718 1.470 -6.850 -0.013 -0.017 0.011 0.377
H 0.130 -0.176 -6.644 0.038 0.008 0.013 0.387
H -0.978 0.611 5.038 -0.027 -0.024 -0.002 0.097
H 0.503 -0.349 5.171 0.002 -0.037 -0.009 0.208
H -3.206 -1.296 7.210 0.005 0.037 -0.009 0.342
H 3.337 -0.967 -0.771 0.052 -0.041 0.017 0.080
H 2.401 5.248 4.180 -0.004 -0.021 0.004 0.396
```
Positions in Å, forces in eV/Å.

**Relative energy (zero: lowest compared OMol25 entry of this formula, charge and spin)**: 342.06 kJ/mol
**Energy**: -4098.040429 a.u.
**Spin multiplicity**: 1
**Charge**: -1
**LUMO level**: 0.0827 Eh

***

[4]
C14H29ClEuI2P3 as an isolated structure, computed with ωB97M-V/def2-TZVPD.

The geometry in XYZ format:
```
50
Properties=species:S:1:pos:R:3:forces:R:3:lowdin_spin:R:1
Eu -0.301 0.671 -2.187 0.202 -1.594 0.004 4.062
I -0.039 1.914 -6.099 1.085 -3.240 -3.496 1.154
I -0.616 3.604 -4.233 -1.029 2.707 3.929 0.836
Cl -0.296 -1.679 -3.251 -0.001 1.281 0.339 -0.020
P -2.984 -0.107 -1.659 0.594 0.261 0.023 -0.009
P 2.386 -0.079 -1.638 -0.972 0.211 -0.222 -0.012
P -0.253 -0.083 1.310 0.467 -0.415 -0.124 -0.006
C -3.462 0.308 -3.412 0.090 -0.204 0.097 0.001
C -3.845 1.061 -0.544 -0.189 0.209 0.017 -0.001
C 3.186 1.096 -0.499 0.193 0.203 0.023 -0.001
C 2.864 0.340 -3.391 -0.050 -0.203 0.049 0.001
C 1.075 -0.209 2.640 -0.960 0.130 1.066 -0.001
C 1.527 -1.502 2.957 0.153 -0.385 0.476 0.000
C 2.202 -1.802 4.170 -0.639 1.814 -0.800 0.000
C -3.499 -1.824 -1.275 0.332 -0.067 -0.071 -0.002
C 1.895 0.547 4.841 -0.322 -0.369 -1.424 0.000
C 2.911 -1.792 -1.257 -0.340 -0.032 -0.085 -0.002
C -1.739 -0.689 2.287 0.467 0.139 -0.074 -0.001
C -0.562 1.719 1.189 -0.078 0.290 0.235 0.001
C 2.390 -0.742 5.086 0.137 -0.564 -0.454 0.000
C 1.224 0.817 3.618 0.411 -1.388 0.188 0.000
H 2.503 1.356 -3.684 0.678 -0.364 0.502 0.001
H 2.859 0.922 0.544 0.292 -0.281 -0.479 0.000
H -2.713 -0.577 1.763 0.743 -0.109 0.322 0.000
H -1.346 1.938 0.453 0.009 -0.066 -0.083 0.000
H 2.551 -2.808 4.366 -0.049 0.125 0.074 0.000
H -3.518 2.092 -0.773 -0.335 -0.365 -0.164 0.000
H 0.734 1.759 3.454 0.184 0.402 0.091 0.000
H -3.116 1.333 -3.693 -0.666 -0.472 0.449 0.001
H -2.902 -2.499 -1.931 -0.653 0.447 0.259 0.000
H 4.009 -1.901 -1.402 -0.804 -0.124 0.191 -0.001
H 2.022 1.341 5.564 -0.018 -0.081 0.027 0.000
H -3.552 0.917 0.512 -0.230 -0.261 -0.529 0.000
H -4.562 0.171 -3.530 0.810 0.298 -0.285 0.000
H 2.287 -0.318 -4.082 0.694 -0.021 0.552 0.001
H -3.168 -2.068 -0.239 -0.477 0.287 -0.614 0.000
H 3.964 0.219 -3.514 -0.824 0.288 -0.302 0.000
H -4.596 -1.949 -1.412 0.794 -0.079 0.153 0.000
H 2.947 -0.957 5.997 -0.245 0.182 -0.084 0.000
H -1.557 -1.748 2.549 -0.183 0.455 -0.266 0.000
H 4.280 1.022 -0.597 -0.326 0.236 0.271 0.000
H -0.968 2.069 2.133 -0.031 0.351 0.148 0.000
H 2.582 -2.032 -0.219 0.500 0.293 -0.636 0.000
H 2.847 2.124 -0.727 0.348 -0.386 -0.147 0.000
H 1.247 -2.329 2.297 0.323 0.184 0.035 0.000
H -4.935 0.975 -0.651 0.281 0.185 0.159 0.000
H -2.883 -0.353 -4.097 -0.658 0.044 0.508 0.001
H 2.317 -2.466 -1.919 0.674 0.456 0.302 0.000
H 0.331 2.319 0.957 -0.135 -0.295 0.072 0.000
H -1.728 -0.122 3.229 -0.250 -0.108 -0.222 0.000
```
Positions in Å, forces in eV/Å.

**Relative energy (zero: lowest compared OMol25 entry of this formula, charge and spin)**: 0.00 kJ/mol
**Energy**: -3340.150573 a.u.
**<S²>**: 12.074
**Spin multiplicity**: 7
**Charge**: +2
**LUMO level (spin up / spin down)**: -0.2931 / -0.3558 Eh

***

For reference, max |F| by record: 2.74 3.55 4.76 4.89 eV/A.